(1)
Here is a cluster of 10 separate species, C16H50ClN8O13 in total in a non-equilibrium geometry from the OMol25 dataset. Energies are from ωB97M-V with the def2-TZVPD basis set.

Positions of all 88 atoms, in Å:
Cl -0.743 0.128 1.166
O 0.100 -0.911 0.637
O -1.788 -0.450 1.973
O 0.017 1.071 1.921
O -1.357 0.776 0.029
C 1.608 -4.979 2.405
C 1.432 -3.909 1.312
O 2.235 -4.324 0.192
H 1.042 -5.881 2.176
H 1.495 -4.618 3.431
H 2.641 -5.347 2.387
H 1.694 -2.896 1.625
H 0.409 -3.910 0.939
H 3.143 -4.265 0.509
C -1.998 3.964 -1.552
C -2.663 4.539 -0.325
O -3.922 3.962 -0.020
H -0.928 4.141 -1.660
H -2.540 4.205 -2.468
H -1.997 2.871 -1.486
H -2.810 5.624 -0.423
H -1.971 4.469 0.524
H -4.550 4.650 0.187
C 2.340 3.859 -1.572
C 1.648 2.793 -0.737
O 1.330 3.346 0.521
H 1.736 4.754 -1.745
H 2.498 3.455 -2.575
H 3.263 4.195 -1.099
H 2.317 1.926 -0.651
H 0.827 2.346 -1.310
H 0.859 2.702 1.071
C -2.699 -3.714 0.076
O -2.967 -4.720 -0.586
N -2.715 -2.471 -0.485
N -2.496 -3.732 1.419
H -2.830 -2.465 -1.482
H -2.455 -1.673 0.069
H -2.290 -2.903 1.952
H -2.310 -4.635 1.815
C -3.832 0.282 -3.015
O -2.713 -0.077 -3.416
N -4.962 0.045 -3.738
N -3.961 0.848 -1.798
H -4.859 -0.202 -4.701
H -5.852 0.233 -3.319
H -3.082 0.991 -1.323
H -4.848 0.921 -1.342
C 0.671 -1.305 -3.926
O 1.821 -1.756 -3.900
N 0.096 -0.887 -5.103
N -0.180 -1.280 -2.870
H -0.871 -0.615 -5.089
H 0.632 -1.014 -5.937
H -1.095 -0.862 -2.992
H 0.176 -1.538 -1.965
C -5.776 -1.617 2.429
O -5.487 -2.562 3.161
N -5.022 -1.268 1.341
N -6.915 -0.878 2.594
H -5.515 -0.871 0.565
H -4.265 -1.898 1.125
H -7.611 -1.238 3.222
H -7.261 -0.282 1.869
C 2.812 3.309 3.783
C 4.045 3.238 2.869
C 4.250 1.850 2.271
O 3.796 4.153 1.789
H 2.567 4.281 4.209
H 2.897 2.713 4.705
H 1.968 2.853 3.266
H 4.925 3.618 3.390
H 4.541 1.169 3.080
H 5.032 1.870 1.515
H 3.329 1.432 1.863
H 2.958 3.877 1.367
C 3.503 -0.973 -0.891
C 4.813 -1.701 -0.606
C 5.039 -1.909 0.868
O 4.761 -2.999 -1.233
H 3.322 -0.861 -1.965
H 3.629 0.044 -0.501
H 2.595 -1.428 -0.498
H 5.666 -1.189 -1.072
H 4.954 -0.932 1.361
H 6.018 -2.293 1.151
H 4.231 -2.439 1.377
H 4.455 -2.820 -2.130

Properties
HOMO-LUMO gap ... 8.824 eV
Spin multiplicity ... 1
LUMO energy ... 1.8 eV
Charge ... -1


(2)
Here is a structure of composition C21H36F3FeN5O2S2Si from the OMol25 dataset. Energies are from ωB97M-V with the def2-TZVPD basis set.

Positions of all 71 atoms, in Å:
Fe -0.293 0.518 0.928
C -2.095 2.627 2.179
C -1.911 2.908 0.691
N -0.592 2.461 0.226
C 0.546 3.340 0.527
C 1.121 3.130 1.921
S 1.469 1.364 2.185
C 0.731 1.084 3.806
C -0.773 1.385 3.871
N -1.471 1.347 2.564
H -3.159 2.652 2.426
H -1.628 3.422 2.759
H -2.073 3.974 0.494
H -2.647 2.348 0.114
H -0.639 2.340 -0.778
H 0.276 4.396 0.400
H 1.320 3.102 -0.203
H 0.447 3.477 2.702
H 2.048 3.695 2.017
H 1.270 1.648 4.568
H 0.911 0.024 3.972
H -0.922 2.375 4.307
H -1.229 0.672 4.557
H -2.155 0.600 2.580
C -3.544 -0.924 -2.973
N -2.509 -1.723 -2.372
C -2.026 -2.944 -3.010
C -1.000 -3.482 -1.994
N -1.015 -2.464 -0.952
C -1.927 -1.531 -1.178
S -2.322 -0.263 -0.107
H -3.273 -0.678 -4.001
H -3.662 -0.007 -2.402
H -4.496 -1.462 -2.978
H -1.573 -2.709 -3.976
H -2.855 -3.635 -3.180
H -0.004 -3.573 -2.427
H -1.290 -4.449 -1.583
H -0.726 -2.666 0.012
C 1.127 -0.821 -3.426
Si 0.959 0.649 -2.264
C -0.668 1.494 -2.757
C 2.246 1.936 -2.833
N 1.027 0.158 -0.613
C 2.160 -0.603 -0.293
C 2.072 -1.716 0.560
C 3.176 -2.482 0.895
C 4.435 -2.183 0.391
C 4.554 -1.090 -0.453
C 3.451 -0.316 -0.783
H 1.271 -0.495 -4.460
H 0.218 -1.427 -3.389
H 1.969 -1.458 -3.147
H -0.794 1.310 -3.828
H -0.629 2.584 -2.653
H -1.557 1.124 -2.247
H 1.800 2.627 -3.555
H 3.103 1.468 -3.323
H 2.637 2.531 -2.004
H 1.108 -1.988 0.952
H 3.041 -3.334 1.553
H 5.297 -2.782 0.651
H 5.523 -0.821 -0.858
H 3.606 0.546 -1.415
F -0.544 -1.944 4.868
C -1.236 -2.623 3.930
F -2.533 -2.274 4.078
F -1.129 -3.919 4.216
C -0.771 -2.274 2.488
O -0.788 -3.189 1.669
O -0.455 -1.067 2.358

Properties
HOMO-LUMO gap (alpha / beta) ... 6.892 / 6.866 eV
Spin multiplicity ... 1
LUMO energy (alpha / beta) ... 0.3 / 0.3 eV
Charge ... 0


Question: Look up the charge of the second one.
Answer: 0


Question: What is the spin multiplicity in the second record?
Answer: 1


Please write out number 1 again, unchanged.
Here is a cluster of 10 separate species, C16H50ClN8O13 in total in a non-equilibrium geometry from the OMol25 dataset. Energies are from ωB97M-V with the def2-TZVPD basis set.

Positions of all 88 atoms, in Å:
Cl -0.743 0.128 1.166
O 0.100 -0.911 0.637
O -1.788 -0.450 1.973
O 0.017 1.071 1.921
O -1.357 0.776 0.029
C 1.608 -4.979 2.405
C 1.432 -3.909 1.312
O 2.235 -4.324 0.192
H 1.042 -5.881 2.176
H 1.495 -4.618 3.431
H 2.641 -5.347 2.387
H 1.694 -2.896 1.625
H 0.409 -3.910 0.939
H 3.143 -4.265 0.509
C -1.998 3.964 -1.552
C -2.663 4.539 -0.325
O -3.922 3.962 -0.020
H -0.928 4.141 -1.660
H -2.540 4.205 -2.468
H -1.997 2.871 -1.486
H -2.810 5.624 -0.423
H -1.971 4.469 0.524
H -4.550 4.650 0.187
C 2.340 3.859 -1.572
C 1.648 2.793 -0.737
O 1.330 3.346 0.521
H 1.736 4.754 -1.745
H 2.498 3.455 -2.575
H 3.263 4.195 -1.099
H 2.317 1.926 -0.651
H 0.827 2.346 -1.310
H 0.859 2.702 1.071
C -2.699 -3.714 0.076
O -2.967 -4.720 -0.586
N -2.715 -2.471 -0.485
N -2.496 -3.732 1.419
H -2.830 -2.465 -1.482
H -2.455 -1.673 0.069
H -2.290 -2.903 1.952
H -2.310 -4.635 1.815
C -3.832 0.282 -3.015
O -2.713 -0.077 -3.416
N -4.962 0.045 -3.738
N -3.961 0.848 -1.798
H -4.859 -0.202 -4.701
H -5.852 0.233 -3.319
H -3.082 0.991 -1.323
H -4.848 0.921 -1.342
C 0.671 -1.305 -3.926
O 1.821 -1.756 -3.900
N 0.096 -0.887 -5.103
N -0.180 -1.280 -2.870
H -0.871 -0.615 -5.089
H 0.632 -1.014 -5.937
H -1.095 -0.862 -2.992
H 0.176 -1.538 -1.965
C -5.776 -1.617 2.429
O -5.487 -2.562 3.161
N -5.022 -1.268 1.341
N -6.915 -0.878 2.594
H -5.515 -0.871 0.565
H -4.265 -1.898 1.125
H -7.611 -1.238 3.222
H -7.261 -0.282 1.869
C 2.812 3.309 3.783
C 4.045 3.238 2.869
C 4.250 1.850 2.271
O 3.796 4.153 1.789
H 2.567 4.281 4.209
H 2.897 2.713 4.705
H 1.968 2.853 3.266
H 4.925 3.618 3.390
H 4.541 1.169 3.080
H 5.032 1.870 1.515
H 3.329 1.432 1.863
H 2.958 3.877 1.367
C 3.503 -0.973 -0.891
C 4.813 -1.701 -0.606
C 5.039 -1.909 0.868
O 4.761 -2.999 -1.233
H 3.322 -0.861 -1.965
H 3.629 0.044 -0.501
H 2.595 -1.428 -0.498
H 5.666 -1.189 -1.072
H 4.954 -0.932 1.361
H 6.018 -2.293 1.151
H 4.231 -2.439 1.377
H 4.455 -2.820 -2.130

Properties
HOMO-LUMO gap ... 8.824 eV
Spin multiplicity ... 1
LUMO energy ... 1.8 eV
Charge ... -1


Question: Number 2 is which compound?
Answer: C21H36F3FeN5O2S2Si